The following is a DFT calculation (the ωB97M-V functional and the def2-TZVPD basis) of a structure of composition C25H50BCl2IN4O7P at a distorted geometry.

Geometry (Å):
C  -2.517703  2.307844  3.952337
C  -1.886365  2.560160  2.817610
N  -1.474066  1.461488  1.930080
C  -0.080763  1.587789  1.426950
C  0.913130  1.384488  2.596860
Cl  2.613054  1.569807  2.121826
C  0.676749  0.067241  3.407485
C  1.901243  -0.737904  3.776703
Cl  -0.104724  0.509229  4.968515
C  0.027014  0.876957  0.065865
C  0.231662  -0.648255  0.362751
C  0.392560  -1.616772  -0.829306
C  1.613684  -2.551145  -0.709268
C  2.517737  -2.555367  -1.950464
C  3.948786  -2.975255  -1.596664
C  4.982992  -2.497817  -2.642513
C  5.699763  -1.234630  -2.140557
C  6.162293  -0.287624  -3.255407
C  5.027606  0.251528  -4.117138
P  1.448958  1.412200  -0.989365
N  1.858218  2.896369  -0.820514
O  1.104658  1.162622  -2.538234
O  2.699151  0.445523  -0.732113
C  -1.377813  1.228252  -0.554922
C  -1.950575  0.200266  -1.556775
C  -3.398536  0.397657  -2.003585
C  -3.612696  -0.197098  -3.397408
C  -5.107838  -0.249695  -3.748508
C  -5.600754  1.045446  -4.407418
B  -1.292777  2.664472  -1.277912
N  -1.052710  3.929318  -0.551270
O  -1.425292  2.656910  -2.641867
C  -2.320489  1.249788  0.646182
I  -4.079317  2.877444  0.570665
O  -2.941530  0.038045  0.902642
N  -4.373098  0.326635  1.234339
O  -5.039272  -0.649224  1.230140
H  -2.568461  3.033029  4.743570
H  -3.024499  1.353229  4.057413
H  -1.628780  3.573196  2.553146
H  -1.680512  0.625347  2.483527
H  -0.032905  2.663685  1.256450
H  0.736183  2.194038  3.292232
H  -0.045774  -0.574464  2.922908
H  1.573633  -1.578256  4.384887
H  2.569957  -0.160003  4.402190
H  2.405424  -1.155274  2.910533
H  1.145798  -0.711912  0.945345
H  -0.602539  -0.978235  0.978335
H  0.367125  -1.145448  -1.804915
H  -0.473614  -2.272404  -0.805027
H  2.189301  -2.336725  0.187410
H  1.251820  -3.569945  -0.581249
H  2.144662  -3.298488  -2.653655
H  2.489722  -1.578847  -2.431806
H  3.982691  -4.052069  -1.452891
H  4.192101  -2.508220  -0.644134
H  4.440996  -2.306091  -3.562164
H  5.740374  -3.266573  -2.764229
H  5.062354  -0.670704  -1.458510
H  6.572653  -1.551152  -1.573006
H  6.682867  0.545138  -2.784688
H  6.898291  -0.825540  -3.852864
H  4.296045  0.762165  -3.497075
H  5.446037  0.933813  -4.851889
H  4.562641  -0.547422  -4.684926
H  1.291826  3.373247  -0.133489
H  0.243333  0.752519  -2.683340
H  3.131436  0.319870  -1.586816
H  -1.900713  -0.774208  -1.082848
H  -1.342889  0.107437  -2.458871
H  -3.734950  1.428522  -2.013778
H  -4.045539  -0.167838  -1.341390
H  -3.167084  -1.190144  -3.456209
H  -3.113652  0.445890  -4.123897
H  -5.685016  -0.405348  -2.841877
H  -5.238844  -1.070387  -4.448551
H  -6.043303  1.740913  -3.701639
H  -4.817573  1.542888  -4.973538
H  -6.374047  0.794256  -5.132487
H  -0.287027  4.434394  -0.989382
H  -1.877968  4.514006  -0.536101
H  -1.030074  3.469056  -2.972689
O  -0.977583  -3.620514  6.527051
C  -1.803176  -2.641583  6.593967
C  -1.919664  -2.059011  8.224733
O  -2.752360  -1.087632  8.273044
H  -2.859795  -2.851777  6.319589
H  -1.548277  -1.728195  6.020220
H  -0.857118  -1.844103  8.468233
H  -2.166474  -2.984815  8.785405

Forces on atoms 1 to 6 (eV/Å):
C 0.0 -0.6 -0.8
C 0.1 0.6 1.0
N -1.2 0.5 -1.0
C 1.4 1.6 0.6
C -0.5 -1.0 0.3
Cl 0.0 0.1 -0.2

Results
**Charge**: -1
**E_HOMO**: -1.377 eV
**Gap between HOMO and LUMO**: 1.85 eV